# 1
Here is a molecular structure, C25H26N3O9P2Sm from the Open Molecules 2025 dataset. Energies are from ωB97M-V with the def2-TZVPD basis set.

## Properties
gap between HOMO and LUMO (alpha / beta) = 7.177 / 7.687 eV
highest occupied orbital energy (alpha / beta) = -13.867 / -13.869 eV
net charge = +2
LUMO energy (alpha / beta) = -6.690 / -6.182 eV
energy relative to the best compared isomer or geometry (same formula, charge and spin) = 85.5 kJ/mol
2S+1 = 6

CARTESIAN COORDINATES (ANGSTROEM)
Sm1 1.36 -0.53 -0.35
P1 3.84 -1.23 -1.80
P2 2.82 -3.06 0.26
O1 -3.23 -1.67 -0.68
O2 0.68 4.08 -0.25
O3 2.83 -4.32 0.99
O4 5.02 -0.95 -2.79
O5 2.86 -1.77 1.31
O6 2.58 -1.32 -2.79
O7 3.48 -0.10 -0.89
O8 5.46 -2.38 -0.28
O9 1.68 -2.60 -0.64
N1 1.49 2.02 -0.54
N2 -0.92 1.00 -0.82
N3 -1.02 -1.62 -0.31
C1 2.04 4.18 0.25
C2 4.25 -2.77 -0.90
C3 0.50 2.82 -0.60
C4 -3.25 1.13 -1.34
C5 -1.40 -3.04 -0.07
C6 -0.29 -4.69 -3.30
C7 -2.10 0.42 -0.99
C8 -0.78 -4.02 -1.04
C9 -3.14 2.50 -1.50
C10 -2.09 -1.01 -0.67
C11 0.26 -6.15 -1.47
C12 5.08 1.84 2.71
C13 2.47 1.21 1.99
C14 3.04 0.66 3.14
C15 4.52 2.40 1.57
C16 4.34 0.97 3.50
C17 -0.84 2.32 -0.95
C18 -0.80 -3.76 -2.40
C19 3.22 2.10 1.20
C20 -2.94 -3.02 -0.25
C21 0.24 -5.88 -2.84
C22 -0.25 -5.22 -0.58
C23 4.39 -3.98 -1.82
C24 -1.92 3.12 -1.28
C25 2.64 2.77 -0.02
H1 5.13 -3.79 -2.59
H2 -3.50 -3.23 0.65
H3 1.40 1.05 1.81
H4 5.10 3.08 0.96
H5 0.68 -7.07 -1.11
H6 -0.33 -4.49 -4.36
H7 6.09 2.09 2.99
H8 5.92 -0.91 -2.40
H9 4.70 -4.84 -1.23
H10 -4.01 3.09 -1.77
H11 -3.26 -3.69 -1.05
H12 -0.23 -5.43 0.49
H13 -1.81 4.19 -1.35
H14 2.55 4.97 -0.29
H15 -1.22 -2.83 -2.78
H16 -4.19 0.61 -1.46
H17 2.44 0.02 3.77
H18 2.70 -1.87 -3.59
H19 3.43 -4.22 -2.28
H20 3.41 2.81 -0.80
H21 -1.12 -3.30 0.95
H22 4.77 0.54 4.39
H23 3.28 -2.04 2.14
H24 5.83 -3.11 0.23
H25 1.99 4.42 1.31
H26 0.62 -6.61 -3.54

The computed natural (NBO) charges, all in e, follow: number 1, Sm, carries 2.09; number 2, P, carries 2.38; number 3, P, carries 2.34; number 4, O, carries -0.44; number 5, O, carries -0.43; number 6, O, carries -1.03; number 7, O, carries -0.97; number 8, O, carries -1.02; number 9, O, carries -0.98; number 10, O, carries -1.11; number 11, O, carries -0.73; number 12, O, carries -1.17; number 13, N, carries -0.60; number 14, N, carries -0.45; number 15, N, carries -0.60; number 16, C, carries -0.09; number 17, C, carries -0.44; number 18, C, carries 0.60; number 19, C, carries -0.17; number 20, C, carries -0.10; number 21, C, carries -0.22; number 22, C, carries 0.13; number 23, C, carries -0.06; number 24, C, carries -0.12; number 25, C, carries 0.59; number 26, C, carries -0.19; number 27, C, carries -0.16; number 28, C, carries -0.23; number 29, C, carries -0.21; number 30, C, carries -0.20; number 31, C, carries -0.20; number 32, C, carries 0.13; number 33, C, carries -0.18; number 34, C, carries -0.03; number 35, C, carries -0.09; number 36, C, carries -0.21; number 37, C, carries -0.20; number 38, C, carries -0.66; number 39, C, carries -0.17; number 40, C, carries -0.11; number 41, H, carries 0.24; number 42, H, carries 0.22; number 43, H, carries 0.18; number 44, H, carries 0.23; number 45, H, carries 0.23; number 46, H, carries 0.22; number 47, H, carries 0.24; number 48, H, carries 0.55; number 49, H, carries 0.26; number 50, H, carries 0.26; number 51, H, carries 0.22; number 52, H, carries 0.23; number 53, H, carries 0.26; number 54, H, carries 0.23; number 55, H, carries 0.19; number 56, H, carries 0.27; number 57, H, carries 0.23; number 58, H, carries 0.55; number 59, H, carries 0.24; number 60, H, carries 0.23; number 61, H, carries 0.23; number 62, H, carries 0.24; number 63, H, carries 0.55; number 64, H, carries 0.51; number 65, H, carries 0.22; number 66, H, carries 0.23


# 2
Here is a molecular structure, C27H56HgNO13S5 from the Open Molecules 2025 dataset. Energies are from ωB97M-V with the def2-TZVPD basis set.

## Properties
gap between HOMO and LUMO (alpha / beta) = 5.850 / 8.174 eV
highest occupied orbital energy (alpha / beta) = -5.638 / -7.967 eV
net charge = 0
LUMO energy (alpha / beta) = 0.212 / 0.207 eV
2S+1 = 2

CARTESIAN COORDINATES (ANGSTROEM)
Hg1 -2.15 -3.54 -0.28
S1 4.55 -0.92 -2.98
S2 -4.26 -2.97 2.72
S3 -0.26 -3.10 2.71
S4 1.53 -4.50 -1.10
S5 -3.42 2.39 1.28
O1 4.76 -2.34 -3.31
O2 -0.67 0.17 -1.23
O3 -0.95 -2.90 3.93
O4 5.70 -0.02 -3.03
O5 -1.83 -1.27 0.13
O6 2.38 -3.82 -0.10
O7 -4.64 1.64 1.18
O8 -3.69 -3.21 1.41
O9 0.06 -4.55 -0.89
O10 -4.06 -3.94 3.84
O11 -0.97 -3.69 1.60
O12 -1.17 -1.99 -1.70
O13 -2.14 1.97 0.70
N1 1.59 4.57 -1.90
C1 -2.94 5.06 1.63
C2 3.09 -0.29 -3.97
C3 -1.21 -1.00 -0.94
C4 0.55 3.68 -1.37
C5 -3.75 -1.31 3.28
C6 0.91 3.10 0.08
C7 2.09 0.14 -2.86
C8 -3.16 2.97 3.10
C9 2.22 -6.46 -2.91
C10 1.25 -4.08 3.12
C11 1.43 4.97 -3.29
C12 -6.09 -2.64 2.62
C13 1.72 -3.97 -2.90
C14 0.74 -1.65 2.11
C15 1.50 3.84 -4.28
C16 3.23 6.23 -1.09
C17 1.96 -1.69 3.12
C18 -3.67 4.11 0.65
C19 3.76 -0.80 -1.33
C20 2.86 0.37 -1.52
C21 -6.12 -1.14 2.71
C22 -3.32 4.52 3.06
C23 2.53 -3.11 3.19
C24 2.20 -6.25 -1.42
C25 1.78 5.68 -0.96
C26 -5.10 -0.60 3.69
C27 2.62 -5.08 -3.53
H1 2.45 3.32 -4.28
H2 -3.94 2.54 3.73
H3 0.43 5.40 -3.32
H4 2.13 0.37 -0.70
H5 1.42 4.30 -5.27
H6 -3.35 4.10 -0.39
H7 3.36 7.16 -0.53
H8 1.16 -4.73 3.99
H9 0.59 3.63 0.98
H10 -0.46 4.10 -1.39
H11 1.99 -2.92 -2.90
H12 0.75 -4.13 -3.37
H13 1.68 5.36 0.08
H14 0.67 3.15 -4.12
H15 3.62 -4.87 -3.16
H16 -1.08 0.84 -0.68
H17 -1.86 5.14 1.53
H18 1.45 -4.77 2.30
H19 3.96 5.54 -0.66
H20 1.77 -6.98 -0.73
H21 1.98 2.92 0.05
H22 1.22 -6.76 -3.24
H23 0.42 2.81 -2.02
H24 1.13 -1.81 1.11
H25 0.38 2.16 0.25
H26 3.43 6.58 -2.11
H27 -6.58 -3.24 1.85
H28 -4.75 4.22 0.58
H29 3.05 -3.10 4.15
H30 3.37 1.33 -1.52
H31 -5.31 -0.86 4.72
H32 -2.21 2.64 3.51
H33 1.42 -1.51 4.05
H34 4.54 -0.63 -0.58
H35 1.13 6.55 -1.10
H36 3.29 -3.21 2.41
H37 -6.39 -2.96 3.62
H38 -4.29 4.83 3.43
H39 3.33 -1.79 -1.25
H40 2.17 5.73 -3.57
H41 2.91 -7.29 -3.09
H42 -3.34 6.06 1.46
H43 3.57 0.55 -4.48
H44 -5.06 0.49 3.70
H45 -5.93 -0.69 1.74
H46 3.22 -6.45 -1.09
H47 2.82 -1.06 -4.68
H48 2.61 -5.10 -4.62
H49 2.73 -0.95 2.91
H50 0.02 -0.84 2.14
H51 1.51 1.04 -3.08
H52 1.48 -0.76 -2.78
H53 -3.16 -0.83 2.50
H54 -7.08 -0.68 2.98
H55 -3.03 -1.42 4.09
H56 -2.72 4.91 3.88

Mulliken atomic charge list, values in e, 99 entries: number 1, Hg, carries 0.86; number 2, S, carries 1.15; number 3, S, carries 0.84; number 4, S, carries 0.94; number 5, S, carries 1.23; number 6, S, carries 0.96; number 7, O, carries -0.62; number 8, O, carries -0.15; number 9, O, carries -0.66; number 10, O, carries -0.69; number 11, O, carries -0.94; number 12, O, carries -0.67; number 13, O, carries -0.66; number 14, O, carries -0.38; number 15, O, carries -0.56; number 16, O, carries -0.69; number 17, O, carries -0.44; number 18, O, carries -0.83; number 19, O, carries -0.60; number 20, N, carries 0.57; number 21, C, carries -0.38; number 22, C, carries -0.89; number 23, C, carries 1.04; number 24, C, carries -0.51; number 25, C, carries -0.04; number 26, C, carries -0.75; number 27, C, carries 0.33; number 28, C, carries -0.55; number 29, C, carries -0.69; number 30, C, carries -0.84; number 31, C, carries -0.49; number 32, C, carries -0.83; number 33, C, carries -0.01; number 34, C, carries -0.01; number 35, C, carries -1.20; number 36, C, carries -1.28; number 37, C, carries -0.88; number 38, C, carries -0.91; number 39, C, carries -0.26; number 40, C, carries -0.15; number 41, C, carries -0.66; number 42, C, carries -0.89; number 43, C, carries -0.46; number 44, C, carries -0.97; number 45, C, carries -0.48; number 46, C, carries -0.40; number 47, C, carries -0.59; number 48, H, carries 0.21; number 49, H, carries 0.17; number 50, H, carries 0.34; number 51, H, carries -0.08; number 52, H, carries 0.47; number 53, H, carries 0.45; number 54, H, carries 0.43; number 55, H, carries 0.54; number 56, H, carries 0.39; number 57, H, carries 0.33; number 58, H, carries -0.59; number 59, H, carries 0.44; number 60, H, carries 0.29; number 61, H, carries 0.28; number 62, H, carries 0.27; number 63, H, carries 0.10; number 64, H, carries 0.15; number 65, H, carries 0.14; number 66, H, carries 0.27; number 67, H, carries 0.51; number 68, H, carries 0.47; number 69, H, carries 0.30; number 70, H, carries 0.12; number 71, H, carries -0.23; number 72, H, carries -0.35; number 73, H, carries 0.32; number 74, H, carries 0.44; number 75, H, carries 0.37; number 76, H, carries 0.41; number 77, H, carries 0.30; number 78, H, carries 0.37; number 79, H, carries 0.55; number 80, H, carries 0.39; number 81, H, carries 0.63; number 82, H, carries 0.34; number 83, H, carries 0.23; number 84, H, carries 0.35; number 85, H, carries 0.34; number 86, H, carries -0.25; number 87, H, carries 0.37; number 88, H, carries 0.39; number 89, H, carries 0.39; number 90, H, carries 0.46; number 91, H, carries -0.04; number 92, H, carries 0.22; number 93, H, carries 0.40; number 94, H, carries 0.41; number 95, H, carries 0.42; number 96, H, carries 0.44; number 97, H, carries 0.36; number 98, H, carries -0.12; number 99, H, carries -0.07


# 3
Here is 3 unconnected molecules or ions with the total composition C4H13NO2 from the Open Molecules 2025 dataset. Energies are from ωB97M-V with the def2-TZVPD basis set.

## Properties
gap between HOMO and LUMO = 8.931 eV
SMILES = C=C(N)CC.O.O
highest occupied orbital energy = -8.125 eV
net charge = 0
LUMO energy = 0.806 eV
energy relative to the best compared isomer or geometry (same formula, charge and spin) = 212.2 kJ/mol
2S+1 = 1

CARTESIAN COORDINATES (ANGSTROEM)
O1 1.38 2.21 1.48
O2 0.12 2.83 -1.30
N1 1.65 -0.76 0.81
C1 -0.15 -1.43 -0.85
C2 -0.65 -0.40 1.30
C3 0.26 -0.96 0.45
C4 -1.71 -1.50 -1.08
H1 -1.99 -0.46 -1.23
H2 -0.60 3.32 -1.77
H3 0.08 3.34 -0.37
H4 1.08 1.63 0.76
H5 2.07 -1.36 0.18
H6 0.24 -0.56 -1.44
H7 1.90 -1.08 1.75
H8 -2.42 -1.88 -0.27
H9 -1.90 -2.16 -1.96
H10 -0.49 -0.17 2.32
H11 -1.57 -0.09 0.73
H12 0.35 -2.42 -1.11
H13 2.34 1.92 1.61

The computed natural (NBO) charges, all in e, follow: number 1, O, carries -0.96; number 2, O, carries -0.95; number 3, N, carries -0.83; number 4, C, carries -0.47; number 5, C, carries -0.51; number 6, C, carries 0.18; number 7, C, carries -0.61; number 8, H, carries 0.21; number 9, H, carries 0.47; number 10, H, carries 0.49; number 11, H, carries 0.49; number 12, H, carries 0.35; number 13, H, carries 0.24; number 14, H, carries 0.38; number 15, H, carries 0.23; number 16, H, carries 0.22; number 17, H, carries 0.21; number 18, H, carries 0.20; number 19, H, carries 0.22; number 20, H, carries 0.47


# 4
Here is C16H24N2O4S in the gas phase from the Open Molecules 2025 dataset. Energies are from ωB97M-V with the def2-TZVPD basis set.

## Properties
gap between HOMO and LUMO = 9.020 eV
SMILES = COc1ccccc1N(CC(=O)N1CCCCCC1)S(C)(=O)=O
highest occupied orbital energy = -8.453 eV
net charge = 0
LUMO energy = 0.567 eV
energy relative to the best compared isomer or geometry (same formula, charge and spin) = 109.5 kJ/mol
2S+1 = 1

CARTESIAN COORDINATES (ANGSTROEM)
S1 -0.66 -1.92 -0.90
O1 0.36 -1.13 3.08
O2 1.21 0.12 -1.54
O3 0.15 -2.65 -1.83
O4 -1.56 -0.93 -1.41
N1 0.12 -1.24 0.41
N2 0.25 2.09 -1.04
C1 1.33 -1.83 2.42
C2 2.38 -2.48 3.04
C3 -2.45 2.23 -1.87
C4 -0.42 2.40 -3.40
C5 -1.65 -3.15 -0.01
C6 -0.59 2.93 -0.22
C7 3.20 -3.24 0.91
C8 0.65 2.64 -2.33
C9 0.40 -1.08 4.48
C10 -2.11 2.78 -0.48
C11 0.53 0.80 -0.80
C12 -0.02 0.19 0.50
C13 2.16 -2.58 0.28
C14 3.31 -3.19 2.29
C15 -1.78 2.98 -3.03
C16 1.22 -1.88 1.01
H1 0.85 3.70 -2.21
H2 -2.55 2.12 0.26
H3 -2.42 2.91 -3.91
H4 -0.47 -0.50 4.79
H5 3.93 -3.78 0.33
H6 2.49 -2.46 4.11
H7 -2.26 -2.63 0.71
H8 1.31 -0.59 4.85
H9 -1.68 4.04 -2.78
H10 -0.96 -3.83 0.48
H11 0.52 0.56 1.37
H12 -0.07 2.85 -4.33
H13 -3.53 2.29 -1.98
H14 -0.52 1.33 -3.55
H15 -1.09 0.42 0.60
H16 -0.38 2.73 0.84
H17 0.33 -2.09 4.92
H18 1.57 2.13 -2.62
H19 4.12 -3.70 2.79
H20 -2.57 3.76 -0.36
H21 -2.17 1.18 -1.92
H22 -0.29 3.96 -0.42
H23 2.06 -2.59 -0.79
H24 -2.26 -3.68 -0.73

The computed natural (NBO) charges, all in e, follow: number 1, S, carries 2.34; number 2, O, carries -0.51; number 3, O, carries -0.64; number 4, O, carries -0.92; number 5, O, carries -0.96; number 6, N, carries -0.70; number 7, N, carries -0.45; number 8, C, carries 0.26; number 9, C, carries -0.29; number 10, C, carries -0.42; number 11, C, carries -0.41; number 12, C, carries -0.86; number 13, C, carries -0.21; number 14, C, carries -0.23; number 15, C, carries -0.21; number 16, C, carries -0.25; number 17, C, carries -0.41; number 18, C, carries 0.69; number 19, C, carries -0.32; number 20, C, carries -0.21; number 21, C, carries -0.20; number 22, C, carries -0.40; number 23, C, carries 0.15; number 24, H, carries 0.19; number 25, H, carries 0.20; number 26, H, carries 0.21; number 27, H, carries 0.20; number 28, H, carries 0.22; number 29, H, carries 0.22; number 30, H, carries 0.23; number 31, H, carries 0.18; number 32, H, carries 0.19; number 33, H, carries 0.24; number 34, H, carries 0.24; number 35, H, carries 0.21; number 36, H, carries 0.21; number 37, H, carries 0.22; number 38, H, carries 0.23; number 39, H, carries 0.20; number 40, H, carries 0.18; number 41, H, carries 0.24; number 42, H, carries 0.21; number 43, H, carries 0.20; number 44, H, carries 0.24; number 45, H, carries 0.20; number 46, H, carries 0.26; number 47, H, carries 0.24


E_tot for the records above, in order: -3150.21719; -4239.40481; -365.36166; -1432.72734 a.u.